1.
DFT (ωB97M-V/def2-TZVPD) results for 29 unconnected molecules or ions with the total composition H58O29.

Results
Multiplicity: 1
Gap between HOMO and LUMO in eV: 10.900

```
87
Properties=species:S:1:pos:R:3:mulliken_charge:R:1
O 2.7144 3.2262 3.0859 -0.684
H 3.2532 2.7090 2.4711 0.365
H 2.1483 2.5214 3.4734 0.315
O 4.8138 2.1144 0.4689 -0.667
H 5.3513 2.9040 0.5142 0.315
H 3.9894 2.3912 0.0681 0.366
O -5.8281 -0.8112 0.5080 -0.646
H -4.9353 -0.4122 0.6571 0.313
H -5.7666 -1.6869 0.9131 0.320
O 3.5757 0.0021 -4.8395 -0.616
H 3.4537 -0.3608 -5.7011 0.298
H 2.7676 0.5219 -4.6777 0.322
O 0.3597 1.9915 -2.6543 -0.671
H 0.0019 2.6617 -3.2512 0.262
H 0.0851 1.1269 -3.0228 0.306
O 0.0746 -0.4084 -3.9938 -0.649
H -0.8447 -0.6483 -4.2589 0.406
H 0.4354 -1.2726 -3.7846 0.280
O -3.0911 0.8763 0.8760 -0.467
H -2.6198 0.0402 1.0174 0.185
H -3.0286 1.3269 1.7344 0.355
O -1.5177 -3.9613 2.5586 -0.640
H -1.2493 -3.6565 3.4377 0.315
H -2.3945 -4.3258 2.6503 0.253
O -0.0408 -0.2370 -0.7641 0.441
H -0.4461 -0.8817 -0.1935 -0.002
H 0.4427 -0.8286 -1.3695 -0.100
O 1.5832 0.6391 1.6029 0.532
H 2.2963 0.0019 1.8181 0.037
H 1.1432 0.4174 0.7451 -0.151
O -4.2261 -0.4259 -2.3176 -0.559
H -4.9834 -0.6736 -1.7647 0.290
H -4.1304 0.5129 -2.1007 0.209
O -2.5463 -0.4556 -4.6570 -0.763
H -2.5590 0.4993 -4.5808 0.355
H -3.4060 -0.7146 -4.3099 0.287
O -2.1431 1.9793 3.5776 -0.669
H -1.7715 2.6791 2.9713 0.403
H -2.7264 2.4573 4.2125 0.275
O -0.0546 0.2827 3.8019 -0.709
H 0.1692 0.3736 2.8424 0.257
H -0.7947 0.8878 3.9460 0.378
O 2.3646 1.2367 5.4686 -0.645
H 3.1774 1.5010 5.0337 0.322
H 2.0465 0.4563 4.9511 0.338
O 4.4670 -0.3166 -1.2957 -0.698
H 4.2575 -0.0806 -2.1951 0.301
H 4.6282 0.5285 -0.8132 0.322
O 0.4011 -2.6423 -2.3204 -0.605
H 0.4802 -3.1646 -3.1339 0.331
H 1.2591 -2.6668 -1.8433 0.235
O -1.2520 3.8224 1.7047 -0.742
H -0.4530 4.1053 2.1352 0.346
H -0.9689 3.3559 0.8778 0.442
O 2.1974 2.6065 -0.5517 -0.802
H 1.7231 2.1886 -1.3058 0.336
H 1.8140 2.2298 0.2701 0.259
O -0.2974 -2.3568 4.3146 -0.652
H 0.1778 -2.2556 5.1290 0.291
H -0.2102 -1.4856 3.9047 0.441
O -1.1800 2.5258 -0.6921 -0.933
H -0.6453 2.3472 -1.4625 0.456
H -1.4507 1.6776 -0.2272 0.386
O 2.4846 -2.1166 -0.7873 -0.853
H 2.1289 -2.2483 0.1124 0.317
H 3.1550 -1.4061 -0.8148 0.430
O 4.1118 -0.2924 2.6075 -0.531
H 4.8123 0.3405 2.3591 0.264
H 4.6013 -1.0944 2.7732 0.241
O -2.0494 -1.7704 0.8018 -0.582
H -2.3546 -2.0781 -0.0746 0.380
H -1.7713 -2.5455 1.2788 0.218
O 3.3154 -4.6777 -1.4424 -0.640
H 2.3711 -4.8314 -1.1867 0.281
H 3.4463 -3.7485 -1.2025 0.442
O -2.4161 -2.5797 -1.7125 -0.700
H -3.0699 -1.9792 -2.0898 0.406
H -1.5908 -2.5030 -2.1863 0.284
O 1.0344 -2.9361 1.5754 -0.651
H 0.3218 -3.5662 1.3685 0.271
H 0.8161 -2.6816 2.4914 0.255
O -2.6775 2.4101 -3.7796 -0.651
H -2.8209 3.3372 -3.9935 0.316
H -3.1944 2.2745 -2.9707 0.324
O -3.7878 2.6682 -1.2790 -0.822
H -4.1026 2.2037 -0.5020 0.299
H -2.8546 2.8252 -1.0051 0.527
```

***

2.
DFT (ωB97M-V/def2-TZVPD) results for 2 unconnected molecules or ions with the total composition H5ISi2.

Results
Multiplicity: 3
Gap between HOMO and LUMO (alpha / beta) in eV: 7.326 / 6.972
⟨S²⟩: 2.003

```
8
Properties=species:S:1:pos:R:3:mulliken_spin:R:1
Si -1.0463 -0.9461 0.0102 0.117
Si 0.5987 0.8239 0.2989 0.763
I 2.8783 -0.0097 0.0014 0.117
H -0.7426 -2.1071 -0.6619 0.004
H -1.1928 -1.2485 1.3723 0.008
H -1.9049 -0.1397 -0.9577 0.001
H 0.6842 1.4070 1.6501 0.043
H 0.7253 2.2203 -1.7132 0.948
```

***

3.
DFT (ωB97M-V/def2-TZVPD) results for 3 unconnected molecules or ions with the total composition H5N2OP.

Results
Multiplicity: 1
Gap between HOMO and LUMO (alpha / beta) in eV: 8.996 / 7.298

```
9
Properties=species:S:1:pos:R:3:mulliken_charge:R:1
N -0.9062 -0.7847 -1.9441 -0.324
N 1.3299 1.0856 0.3100 -0.550
O -0.0771 -0.0814 -1.1738 -0.018
P 1.4608 -0.1033 -0.9090 0.122
H -1.8288 -0.2942 -1.8366 0.203
H -0.6458 -0.8332 2.0936 -0.073
H 1.6326 0.8487 1.2070 0.276
H 0.3632 1.3087 0.5359 0.291
H -1.3286 -1.1462 1.7170 0.070
```

***

4.
DFT (ωB97M-V/def2-TZVPD) results for H5N2OP in the gas phase.

Results
Multiplicity: 3
Gap between HOMO and LUMO (alpha / beta) in eV: 4.957 / 7.325
⟨S²⟩: 2.008

```
9
Properties=species:S:1:pos:R:3:mulliken_spin:R:1
N 0.9102 1.0253 -0.1230 2.331
N -1.3661 -0.6132 -0.2279 0.320
O 0.9884 -1.3997 0.7782 0.117
P 0.0089 -0.2652 0.5856 0.201
H 0.7198 1.2859 -1.1658 -0.466
H 1.9289 0.7827 -0.1650 -0.184
H -1.6545 0.1362 -0.7736 -0.289
H -1.1569 -1.4430 -0.6995 -0.070
H -0.3786 0.4909 1.7910 0.040
```

***

5.
DFT (ωB97M-V/def2-TZVPD) results for a molecular structure, H5N2P3.

Results
Multiplicity: 1
Gap between HOMO and LUMO in eV: 7.967

```
10
Properties=species:S:1:pos:R:3:mulliken_charge:R:1
N 2.3783 0.6886 -0.6361 -0.276
N -0.2053 0.3452 -0.2800 -0.379
P 2.5875 0.0919 0.8208 0.148
P -1.2883 0.6878 1.0524 -0.005
P 0.9562 1.5149 -0.8090 0.114
H -0.2515 -0.4727 -0.7551 0.271
H 3.7300 -0.5607 0.6125 0.045
H -1.1131 2.0559 1.1114 0.028
H -0.4894 0.5500 2.2597 0.018
H 0.7445 1.2193 -2.1473 0.038
```

***

6.
DFT (ωB97M-V/def2-TZVPD) results for 2 unconnected molecules or ions with the total composition H5N2PS.

Results
Multiplicity: 1
Gap between HOMO and LUMO in eV: 8.988
SMILES: [H]/P=N/N.S

```
9
Properties=species:S:1:pos:R:3:mulliken_charge:R:1
N -0.5275 -0.1395 0.0006 -0.211
N -1.1354 0.0536 -1.1680 -0.170
P -2.6868 0.2855 -1.2492 -0.064
S 2.6144 -0.6692 0.9680 -0.330
H 0.4001 0.1999 0.1127 0.212
H -0.9012 0.1539 0.8184 0.206
H 1.8448 -0.4634 1.9416 0.141
H -2.6593 0.0738 -2.6512 0.051
H 3.0509 0.5053 1.2271 0.165
```

***

7.
DFT (ωB97M-V/def2-TZVPD) results for H5N2PS2 in the gas phase.

Results
Multiplicity: 1
Gap between HOMO and LUMO in eV: 9.284
SMILES: NP(N)(=S)S

```
10
Properties=species:S:1:pos:R:3:mulliken_charge:R:1
N 0.3631 1.1197 -0.6117 -0.520
N 0.6123 -1.4299 0.0639 -0.624
P -0.4844 -0.2008 0.0850 0.695
S -2.1906 -0.7878 -0.6736 -0.402
S -0.3201 0.5638 2.0164 -0.273
H 1.3606 1.0728 -0.5315 0.236
H 0.0606 1.6179 -1.3456 0.178
H 0.2711 -2.3837 0.2182 0.278
H 1.1679 -1.2343 -0.8795 0.281
H -0.8403 1.6622 1.6584 0.149
```

***

8.
DFT (ωB97M-V/def2-TZVPD) results for 2 unconnected molecules or ions with the total composition H5N3S.

Results
Multiplicity: 1
Gap between HOMO and LUMO in eV: 7.983
SMILES: NN=S.N

```
9
Properties=species:S:1:pos:R:3:mulliken_charge:R:1
N -0.2577 -0.8029 1.0748 -0.274
N -0.2593 0.3944 -1.4808 -0.777
N 0.5628 -0.5090 2.1410 -0.110
S 1.8557 0.2596 1.9979 -0.191
H -1.2665 -0.9758 1.1271 0.236
H 0.0798 -0.5292 0.1498 0.390
H 0.4449 0.3075 -2.2118 0.224
H -0.0101 1.2051 -0.8773 0.276
H -1.1497 0.6504 -1.9206 0.226
```

***

9.
DFT (ωB97M-V/def2-TZVPD) results for 2 unconnected molecules or ions with the total composition H5N3S2.

Results
Multiplicity: 1
Gap between HOMO and LUMO (alpha / beta) in eV: 7.754 / 7.756

```
10
Properties=species:S:1:pos:R:3:mulliken_charge:R:1
N 1.7722 -0.7686 -0.0630 -0.755
N -1.9592 0.4537 -0.0332 -0.088
N -0.7179 0.4717 0.0213 -0.125
S -2.7958 -0.9353 0.0434 -0.285
S 0.3137 1.7941 -0.0282 -0.055
H 0.8551 -0.8259 -0.5431 0.292
H 2.3506 -1.4410 -0.3693 0.204
H -2.6740 1.1945 -0.2062 0.277
H 1.5399 -1.0225 0.9661 0.256
H 1.3154 1.0795 0.2122 0.280
```

***

10.
DFT (ωB97M-V/def2-TZVPD) results for H5N4PS in the gas phase.

Results
Multiplicity: 1
Gap between HOMO and LUMO in eV: 8.438

```
11
Properties=species:S:1:pos:R:3:mulliken_charge:R:1
N -2.0931 -1.0294 0.1832 0.218
N -1.9697 -1.1595 -0.9601 -0.485
N 1.7121 1.0313 0.7694 -0.561
N 0.6447 -0.0682 -1.2069 -0.588
P 0.1898 1.0123 -0.0079 0.215
S -0.8527 -0.2137 1.4416 -0.222
H -2.8449 -1.3216 0.8157 0.260
H 1.7400 1.6887 1.5408 0.250
H 2.4144 1.2911 0.0803 0.284
H -0.1320 -0.3756 -1.7837 0.343
H 1.1913 -0.8556 -0.8724 0.286
```

***

11.
DFT (ωB97M-V/def2-TZVPD) results for H5N5 in the gas phase.

Results
Multiplicity: 1
Gap between HOMO and LUMO in eV: 9.444
SMILES: N/N=N/NN

```
10
Properties=species:S:1:pos:R:3:mulliken_charge:R:1
N 0.6739 -0.3575 0.3198 0.057
N -0.5353 1.6383 -0.4971 -0.420
N 1.6848 -1.2524 0.2977 -0.479
N -0.4394 -0.8050 -0.0923 -0.294
N -1.2489 0.0960 -0.5794 -0.043
H 2.3579 -1.0891 1.0300 0.218
H 1.4311 -2.2252 0.1442 0.257
H -1.3382 2.1545 -0.8515 0.227
H -0.3881 1.9269 0.4692 0.237
H -2.1977 -0.0864 -0.2407 0.241
```

***

12.
DFT (ωB97M-V/def2-TZVPD) results for 2 unconnected molecules or ions with the total composition H5NO.

Results
Multiplicity: 1
Gap between HOMO and LUMO in eV: 11.592
SMILES: N.O

```
7
Properties=species:S:1:pos:R:3:mulliken_charge:R:1
H 1.5400 0.4767 1.9388 0.332
H 0.4500 0.1584 0.9618 0.383
H -1.4892 -0.8479 -0.8656 0.225
H -0.7010 0.5771 -0.9814 0.253
H -0.0609 -0.8479 -1.6153 0.212
N -0.5440 -0.4319 -0.8745 -0.724
O 0.8051 0.9156 1.4361 -0.681
```